Version w
Formula: C4H14O4
Source: the OMol25 dataset
Level of theory: the ωB97M-V functional and the def2-TZVPD basis

Spin multiplicity = 1
SMILES = C=CC=C.O.O.O.O

CARTESIAN COORDINATES (ANGSTROEM)
O -1.244 2.108 -1.150
O -2.035 -0.064 0.492
O 0.379 -0.580 2.436
O 0.440 2.176 1.214
C 0.103 -2.703 -0.315
C 1.789 -0.009 -1.849
C 1.043 -0.449 -0.828
C 0.156 -1.602 -1.063
H 1.190 0.107 0.084
H -0.469 -3.571 -0.648
H -1.272 -0.449 0.945
H 0.641 -2.780 0.628
H 2.386 0.892 -1.830
H -0.536 1.713 -1.675
H 0.687 2.996 1.653
H -0.528 -1.527 -1.901
H -0.221 2.474 0.551
H 0.962 -0.672 3.197
H 0.400 0.376 2.263
H -1.547 1.375 -0.583
H 1.583 -0.410 -2.842
H -2.582 -0.810 0.234

***

Version x
Formula: C4H14O4
Source: the OMol25 dataset
Level of theory: the ωB97M-V functional and the def2-TZVPD basis

Spin multiplicity = 1
SMILES = OCCCCO.O.O

CARTESIAN COORDINATES (ANGSTROEM)
O -1.911 1.941 -0.266
O -1.638 -0.759 -0.638
O -0.203 2.637 1.676
O 1.486 0.733 -1.022
C 1.579 -1.278 0.367
C -1.013 -1.287 0.499
C 2.039 -0.595 -0.950
C 0.276 -2.097 0.154
H -1.616 1.037 -0.503
H 0.403 -3.039 0.695
H -2.683 1.841 0.316
H 0.646 2.381 1.300
H -0.695 -0.474 1.155
H 0.534 0.656 -1.150
H 3.094 -0.331 -0.869
H -2.129 -1.372 -1.177
H 2.387 -1.933 0.691
H 1.876 -1.204 -1.845
H 0.185 -2.467 -0.881
H -1.630 -1.986 1.081
H -0.763 2.402 0.888
H 1.406 -0.519 1.124

***

Stability summary: most stable version x, least stable version w.

***

Version w
Formula: C4H14O4
Source: the OMol25 dataset
Level of theory: the ωB97M-V functional and the def2-TZVPD basis

Spin multiplicity = 1

CARTESIAN COORDINATES (ANGSTROEM)
O 3.167 -1.195 0.994
O 1.559 1.443 0.049
O 0.088 2.552 -1.839
O 0.643 -0.356 1.456
C -1.689 -1.244 1.107
C -1.412 -0.116 -1.591
C -1.122 -0.064 -0.134
C -0.188 -0.876 0.574
H 0.827 2.189 -1.289
H 1.939 2.186 0.540
H -1.798 -0.910 2.152
H 0.230 -1.742 0.063
H 0.415 3.344 -2.268
H -1.533 -1.105 -2.058
H -1.132 0.922 0.338
H -2.762 -1.222 0.874
H -0.449 0.222 -1.999
H 3.454 -1.874 1.610
H 2.214 -1.021 1.143
H -2.220 0.533 -1.929
H 1.422 0.648 0.756
H -1.652 -2.314 1.452

***

Version x
Formula: C4H14O4
Source: the OMol25 dataset
Level of theory: the ωB97M-V functional and the def2-TZVPD basis

Spin multiplicity = 1
SMILES = C[C@H](O)CCO.O.O

CARTESIAN COORDINATES (ANGSTROEM)
O 1.227 -0.336 -2.278
O -0.369 -2.342 1.125
O -1.443 0.297 0.668
O 0.453 -2.852 -1.388
C 0.594 1.021 -0.378
C -0.548 1.440 0.536
C 0.162 0.436 -1.715
C -0.059 1.903 1.908
H -0.229 1.113 2.636
H -0.156 1.150 -2.473
H 1.065 -1.242 -1.964
H -0.547 2.801 2.286
H -2.110 0.374 1.366
H 1.337 0.384 0.097
H -0.799 -1.739 0.510
H 0.996 2.153 1.828
H 0.663 -3.580 -1.978
H 1.103 1.987 -0.535
H 0.457 -3.189 -0.488
H -0.684 -0.236 -1.554
H 0.083 -1.741 1.717
H -1.195 2.197 0.075

***

Stability summary: most stable version x, least stable version w.

***

Version w
Formula: C6H20B2Br6Na3
Source: the OMol25 dataset
Level of theory: the ωB97M-V functional and the def2-TZVPD basis

Net charge = +1
Spin multiplicity = 1

CARTESIAN COORDINATES (ANGSTROEM)
Br -0.727 -3.078 4.721
Br 0.100 -1.793 -4.529
Br 0.668 -4.797 -0.954
Br -6.725 2.431 -0.986
Br 1.815 0.934 4.630
Br -4.575 3.463 1.558
Na 3.736 2.387 0.709
Na 2.288 1.692 -4.348
Na 0.463 5.482 -1.166
C -0.329 -3.077 -3.098
C -5.148 1.389 -0.342
C -5.054 1.575 1.174
C -0.224 -1.182 4.883
C 1.242 -0.953 4.422
C 0.960 -3.410 -2.343
B 5.365 0.401 -1.706
B 0.294 1.937 -0.996
H -1.011 -2.456 -2.517
H 1.344 -2.548 -1.797
H 1.237 2.422 -1.197
H -4.377 0.920 1.722
H -0.952 -0.656 4.267
H -4.276 1.666 -0.936
H -0.181 1.781 -1.952
H 4.808 1.119 -2.288
H 4.643 -0.090 -1.072
H -6.070 1.435 1.543
H -0.288 2.512 -0.293
H 6.101 0.971 -1.162
H 0.594 0.993 -0.569
H 1.943 -1.556 5.000
H 1.649 -3.882 -3.045
H 1.434 -1.131 3.364
H -0.660 -4.008 -3.557
H -5.412 0.402 -0.720
H 5.768 -0.379 -2.333
H -0.445 -0.916 5.917

***

Version x
Formula: C6H20B2Br6Na3
Source: the OMol25 dataset
Level of theory: the ωB97M-V functional and the def2-TZVPD basis

Net charge = +1
Spin multiplicity = 1

CARTESIAN COORDINATES (ANGSTROEM)
Br 15.737 -28.426 -10.594
Br 16.313 -29.311 -0.836
Br 13.473 -25.905 -7.220
Br 16.089 -31.690 -4.862
Br 23.410 -28.566 -7.073
Br 20.868 -27.729 -9.387
Na 20.102 -22.316 -5.640
Na 15.378 -23.421 -2.898
Na 20.000 -25.484 -0.741
C 22.000 -29.833 -7.602
C 16.057 -30.268 -3.430
C 14.535 -27.882 -9.141
C 20.639 -29.080 -7.919
C 16.500 -30.803 -2.117
C 14.589 -26.357 -8.871
B 21.816 -21.831 -1.308
B 18.577 -25.383 -4.011
H 21.971 -22.304 -2.265
H 14.076 -25.714 -9.586
H 20.807 -21.462 -1.208
H 21.975 -22.518 -0.491
H 22.491 -20.991 -1.259
H 22.374 -30.348 -8.488
H 15.831 -31.590 -1.767
H 17.874 -25.985 -3.455
H 18.083 -25.094 -4.925
H 20.370 -28.690 -6.938
H 15.576 -25.904 -8.770
H 15.027 -29.913 -3.421
H 13.542 -28.210 -9.448
H 14.851 -28.507 -8.305
H 18.892 -24.563 -3.385
H 19.744 -29.661 -8.139
H 17.542 -31.094 -1.984
H 16.823 -29.576 -3.780
H 21.913 -30.575 -6.809
H 19.489 -25.914 -4.235

***

Stability summary: most stable version w, least stable version x.